{
  "formula": "C8H7NO3S",
  "method": "wB97M-V/def2-TZVPD",
  "de_lowest_kcal_mol": 97.3,
  "gap_ev": [7.868, 5.334],
  "fmax_ha_per_bohr": 0.083,
  "total_charge": 0,
  "species": ["C", "C", "C", "C", "C", "C", "C", "C", "N", "O", "O", "O", "S", "H", "H", "H", "H", "H", "H", "H"],
  "coordinates": [[-0.19, 2.13, 0.12], [0.36, 3.34, -0.10], [0.72, 1.10, 0.18], [2.02, 1.53, -0.18], [3.24, 0.81, -0.28], [3.35, -0.56, -0.33], [0.48, -0.39, 0.42], [-1.09, -2.26, -0.06], [1.76, -1.10, -0.02], [1.64, -2.26, -0.44], [3.96, -1.51, -0.65], [-0.68, -0.83, -0.22], [2.02, 3.21, -0.54], [-1.21, 2.08, 0.66], [-0.15, 4.26, -0.13], [4.17, 1.20, -0.25], [0.41, -0.59, 1.52], [-0.39, -3.06, -0.37], [-1.90, -2.27, -0.71], [-1.56, -2.38, 0.95]],
  "lowdin_charge": [-0.16, -0.40, -0.18, -0.47, -0.01, -0.34, -0.24, -0.03, -0.03, 0.03, 0.14, -0.11, 1.08, 0.16, 0.06, 0.08, 0.18, 0.09, 0.06, 0.10]
}

***

{
  "formula": "C8H7O5",
  "method": "wB97M-V/def2-TZVPD",
  "de_lowest_kcal_mol": 66.7,
  "smiles": "O=C([O-])C(O)(O)[C@@]12C=CC=C[C@@H]1O2",
  "gap_ev": 7.963,
  "fmax_ha_per_bohr": 0.069,
  "total_charge": -1,
  "species": ["C", "C", "C", "C", "C", "C", "C", "C", "O", "O", "O", "O", "O", "H", "H", "H", "H", "H", "H", "H"],
  "coordinates": [[2.06, -0.31, -0.38], [1.43, -0.90, 0.79], [1.43, 0.70, -1.04], [0.15, -0.60, 1.19], [-2.30, -0.66, -0.63], [0.11, 1.19, -0.57], [-0.54, 0.57, 0.62], [-2.01, 0.54, 0.52], [-1.53, -0.66, -1.58], [-3.26, -1.44, -0.33], [0.10, 1.84, 0.62], [-2.67, 0.06, 1.69], [-2.52, 1.78, 0.14], [3.01, -0.72, -0.65], [1.94, -1.74, 1.20], [1.50, 0.97, -2.12], [-0.27, -1.26, 2.08], [-0.68, 1.60, -1.21], [-3.28, -0.50, 1.25], [-1.84, 2.46, 0.33]],
  "lowdin_charge": [-0.08, -0.09, -0.01, 0.04, -0.58, -0.28, -0.32, -0.45, 0.01, -0.07, 0.04, 0.02, 0.05, 0.08, 0.08, 0.12, 0.16, 0.15, 0.03, 0.10]
}

***

{
  "formula": "C8H7O6Yb",
  "method": "wB97M-V/def2-TZVPD",
  "spin_multiplicity": 2,
  "gap_ev": [7.578, 7.130],
  "s2": 0.767,
  "fmax_ha_per_bohr": 0.111,
  "total_charge": 2,
  "species": ["O", "C", "Yb", "C", "O", "C", "O", "C", "O", "C", "O", "H", "C", "C", "C", "O", "H", "H", "H", "H", "H", "H"],
  "coordinates": [[-0.04, 3.95, -1.53], [-0.03, 2.80, -1.52], [0.04, 0.30, -1.12], [0.03, -2.04, -1.67], [0.01, -3.15, -2.00], [-0.12, -0.63, -3.52], [-0.15, -1.18, -4.55], [2.36, -0.02, -1.88], [3.47, -0.17, -2.12], [-2.24, -0.05, -1.94], [-3.35, -0.21, -2.18], [0.03, 0.55, -3.28], [-1.09, 0.68, 2.90], [0.00, -0.02, 2.20], [1.09, -0.72, 2.90], [0.00, -0.03, 0.93], [-0.99, 0.62, 3.98], [-2.06, 0.27, 2.61], [-1.11, 1.74, 2.61], [1.12, -1.77, 2.61], [2.06, -0.29, 2.61], [0.99, -0.65, 3.98]],
  "mulliken_spin": [0.00, 0.01, 0.12, 0.06, 0.06, 0.36, 0.21, 0.00, 0.00, 0.00, 0.00, 0.17, 0.00, 0.00, 0.00, 0.00, 0.00, 0.00, 0.00, 0.00, 0.00, 0.00]
}

***

{
  "formula": "C8H7P",
  "method": "wB97M-V/def2-TZVPD",
  "de_lowest_kcal_mol": 107.4,
  "gap_ev": [6.651, 6.833],
  "fmax_ha_per_bohr": 0.064,
  "total_charge": 0,
  "species": ["C", "C", "C", "C", "C", "C", "C", "C", "P", "H", "H", "H", "H", "H", "H", "H"],
  "coordinates": [[1.71, 1.69, 0.26], [0.28, 1.34, 0.36], [2.65, 0.75, -0.12], [-0.39, -2.01, -0.27], [-0.01, 0.00, 0.42], [-1.11, -0.88, 0.09], [2.36, -0.47, -0.86], [-2.53, -0.54, 0.12], [1.26, -1.27, 0.25], [1.83, 2.76, 0.24], [-0.46, 2.18, 0.31], [3.70, 0.88, -0.27], [-0.57, -3.04, -0.71], [-3.16, -1.08, 0.82], [-2.83, -0.83, -1.01], [-2.73, 0.53, 0.36]],
  "lowdin_charge": [-0.09, -0.08, -0.29, -0.14, -0.38, -0.40, -0.19, -0.06, 0.96, 0.10, 0.12, 0.07, 0.08, 0.07, 0.14, 0.09]
}

***

{
  "formula": "C8H8",
  "method": "wB97M-V/def2-TZVPD",
  "de_lowest_kcal_mol": 108.4,
  "smiles": "C=C1C(=C)C23CC12C3",
  "gap_ev": 9.498,
  "fmax_ha_per_bohr": 0.075,
  "total_charge": 0,
  "species": ["C", "C", "C", "C", "C", "C", "C", "C", "H", "H", "H", "H", "H", "H", "H", "H"],
  "coordinates": [[0.51, 0.40, 0.58], [0.52, -0.33, -0.68], [1.44, 0.80, 1.41], [1.46, -0.70, -1.57], [-1.57, 0.89, -0.48], [-1.49, -1.04, 0.66], [-0.98, 0.39, 0.74], [-1.03, -0.43, -0.63], [1.29, 1.17, 2.41], [2.43, 0.48, 1.26], [0.90, -1.19, -2.34], [2.48, -0.44, -1.54], [-2.64, 0.82, -0.55], [-1.18, 1.69, -1.13], [-0.91, -1.87, 1.19], [-2.56, -1.13, 0.80]],
  "lowdin_charge": [-0.27, -0.21, 0.09, 0.10, -0.08, 0.00, -0.17, -0.19, 0.07, 0.05, 0.06, 0.05, 0.11, 0.15, 0.15, 0.10]
}

***

{
  "formula": "C8H8BN3O3",
  "method": "wB97M-V/def2-TZVPD",
  "de_lowest_kcal_mol": 5.4,
  "gap_ev": [6.171, 6.172],
  "fmax_ha_per_bohr": 0.100,
  "total_charge": 0,
  "species": ["B", "C", "C", "C", "C", "C", "C", "C", "C", "N", "N", "N", "O", "O", "O", "H", "H", "H", "H", "H", "H", "H", "H"],
  "coordinates": [[-1.80, -0.08, 1.18], [3.18, -1.11, 0.13], [2.87, -1.38, 1.48], [2.32, -0.57, -0.73], [1.70, -0.93, 1.94], [0.99, -0.32, -0.28], [0.66, -0.43, 1.14], [-1.10, 0.56, -0.92], [-1.98, 1.51, -1.68], [0.01, 0.20, -1.03], [-0.48, -0.11, 1.65], [-1.53, 1.73, -2.99], [-2.95, 2.14, -1.27], [-2.73, 0.76, 1.80], [-2.37, -1.23, 0.54], [4.11, -1.34, -0.19], [3.53, -1.84, 2.20], [2.53, -0.24, -1.68], [1.39, -1.16, 2.88], [-0.76, 1.17, -3.33], [-2.06, 2.33, -3.65], [-2.21, 1.40, 2.13], [-3.31, -1.08, 0.65]],
  "lowdin_charge": [-0.84, -0.10, -0.04, -0.02, -0.02, -0.15, -0.22, 0.12, -0.44, 0.20, 0.28, 0.14, 0.08, 0.17, 0.13, 0.07, 0.11, 0.09, 0.08, 0.09, 0.13, 0.02, 0.09]
}

***

{
  "formula": "C8H8BrClS",
  "method": "wB97M-V/def2-TZVPD",
  "de_lowest_kcal_mol": 46.4,
  "gap_ev": 8.366,
  "fmax_ha_per_bohr": 0.113,
  "total_charge": 0,
  "species": ["C", "C", "C", "C", "C", "C", "C", "C", "S", "Cl", "Br", "H", "H", "H", "H", "H", "H", "H", "H"],
  "coordinates": [[-1.39, -0.95, -0.68], [0.14, -0.93, -0.78], [-1.95, 0.42, -0.51], [0.91, 0.11, -0.47], [-0.56, -1.45, 1.96], [0.26, 1.49, -0.28], [-1.17, 1.41, -0.12], [2.40, 0.06, -0.23], [-1.81, -1.95, 0.95], [-0.43, -2.30, 3.48], [-1.88, 3.20, 0.24], [-1.86, -1.58, -1.54], [0.46, -1.89, -1.01], [-3.01, 0.42, -0.36], [0.76, 1.82, 0.78], [0.86, 2.14, -0.95], [2.74, -0.87, -0.73], [2.45, 0.03, 0.90], [3.11, 0.84, -0.66]],
  "lowdin_charge": [-0.45, -0.13, -0.18, -0.31, -0.88, -0.24, -0.65, -0.06, 0.83, 0.47, 0.69, 0.14, 0.08, 0.10, 0.17, 0.13, 0.08, 0.11, 0.10]
}

***

{
  "formula": "C8H8Cl2InIrN2O3Se",
  "method": "wB97M-V/def2-TZVPD",
  "de_lowest_kcal_mol": 66.8,
  "spin_multiplicity": 5,
  "gap_ev": [7.548, 2.827],
  "s2": 6.031,
  "fmax_ha_per_bohr": 0.171,
  "total_charge": 4,
  "species": ["In", "Ir", "Cl", "Cl", "C", "C", "C", "O", "O", "O", "C", "N", "C", "C", "N", "C", "C", "Se", "H", "H", "H", "H", "H", "H", "H", "H"],
  "coordinates": [[-3.03, -1.79, -1.37], [-1.15, -0.40, -0.37], [-2.67, -4.00, -0.61], [-2.93, -0.49, 1.09], [-0.03, -0.62, -1.82], [-6.82, -5.25, 1.07], [-5.61, -3.12, -1.72], [0.59, -0.84, -2.81], [-6.64, -6.33, 0.74], [-6.56, -3.72, -1.99], [0.38, 3.37, 0.53], [1.57, 2.56, 0.49], [2.83, 3.00, 0.06], [3.65, 1.93, 0.09], [2.90, 0.84, 0.52], [3.36, -0.53, 0.61], [1.62, 1.23, 0.81], [0.24, 0.21, 1.56], [0.63, 4.36, 0.94], [-0.35, 2.87, 1.19], [-0.04, 3.51, -0.49], [2.95, 4.04, -0.24], [4.68, 1.81, -0.18], [3.35, -1.00, -0.39], [4.38, -0.55, 1.02], [2.69, -1.07, 1.28]],
  "mulliken_spin": [0.03, 1.30, 0.51, 0.11, -0.03, 0.37, 0.01, 0.00, 0.00, 0.00, 0.00, -0.01, 0.34, 0.33, -0.01, 0.01, 0.21, 0.84, 0.00, 0.00, 0.00, 0.00, 0.00, 0.00, 0.00, 0.00]
}

***

{
  "formula": "C8H8Cl2N2O2",
  "method": "wB97M-V/def2-TZVPD",
  "smiles": "N/C(COc1ccc(Cl)cc1Cl)=N\\O",
  "gap_ev": 9.189,
  "fmax_ha_per_bohr": 0.015,
  "total_charge": 0,
  "species": ["N", "C", "N", "O", "H", "C", "H", "O", "C", "C", "C", "C", "C", "C", "Cl", "H", "Cl", "H", "H", "H", "H", "H"],
  "coordinates": [[2.63, 2.97, 1.16], [1.98, 1.86, 0.72], [1.13, 1.84, -0.23], [0.80, 3.10, -0.77], [0.16, 2.89, -1.46], [2.33, 0.54, 1.36], [2.90, -0.07, 0.65], [1.19, -0.15, 1.84], [0.15, -0.44, 1.02], [-1.12, -0.29, 1.59], [-2.28, -0.60, 0.91], [-2.19, -1.06, -0.39], [-0.95, -1.25, -0.98], [0.21, -0.96, -0.28], [1.69, -1.29, -1.09], [-0.88, -1.63, -1.99], [-3.62, -1.44, -1.28], [-3.24, -0.46, 1.38], [-1.16, 0.09, 2.60], [2.94, 0.71, 2.25], [3.06, 2.97, 2.07], [2.29, 3.85, 0.81]],
  "lowdin_charge": [0.15, -0.40, 0.03, -0.05, 0.09, -0.14, 0.08, -0.03, -0.31, 0.00, -0.10, -0.68, -0.14, -0.58, 0.75, 0.10, 0.67, 0.11, 0.12, 0.13, 0.10, 0.09]
}

***

{
  "formula": "C8H8Cl3P",
  "method": "wB97M-V/def2-TZVPD",
  "de_lowest_kcal_mol": 0.0,
  "gap_ev": 9.178,
  "fmax_ha_per_bohr": 0.079,
  "total_charge": 0,
  "species": ["C", "C", "C", "C", "C", "C", "C", "C", "P", "Cl", "Cl", "Cl", "H", "H", "H", "H", "H", "H", "H", "H"],
  "coordinates": [[0.72, 2.42, -1.90], [1.62, 1.37, -1.95], [-0.25, 2.45, -0.92], [1.54, 0.33, -1.04], [-0.32, 1.43, 0.02], [0.57, 0.35, -0.04], [-1.44, -1.55, 0.93], [0.52, -0.74, 0.94], [-1.33, -2.66, 2.36], [0.67, -0.27, 2.61], [-3.13, -3.60, 2.11], [-0.10, -4.05, 1.58], [0.78, 3.21, -2.63], [2.40, 1.35, -2.71], [-0.95, 3.26, -0.87], [2.25, -0.48, -1.08], [-1.06, 1.47, 0.80], [-2.06, -0.68, 1.10], [-1.55, -2.01, -0.04], [1.13, -1.60, 0.72]],
  "lowdin_charge": [-0.08, -0.08, -0.08, -0.04, -0.06, -0.32, -0.40, -0.59, 0.07, 0.61, 0.14, 0.18, 0.10, 0.10, 0.10, 0.11, 0.10, 0.03, 0.04, 0.05]
}

***

{
  "formula": "C8H8ClI2N2O4Pt",
  "method": "wB97M-V/def2-TZVPD",
  "spin_multiplicity": 5,
  "gap_ev": [8.974, 5.722],
  "s2": 6.038,
  "fmax_ha_per_bohr": 0.008,
  "total_charge": 3,
  "species": ["Pt", "I", "C", "I", "H", "H", "N", "C", "N", "C", "C", "C", "C", "C", "C", "H", "H", "H", "H", "H", "H", "O", "Cl", "O", "O", "O"],
  "coordinates": [[-0.12, 1.06, 0.57], [2.22, -0.23, 0.36], [2.31, -0.35, 2.48], [0.45, 0.37, 3.21], [3.11, 0.30, 2.82], [2.43, -1.39, 2.77], [-4.15, -0.33, 0.49], [-2.90, -0.22, 0.98], [-2.11, 0.44, 0.14], [-2.93, 0.80, -0.94], [-2.66, 1.48, -2.13], [-3.73, 1.65, -3.07], [-5.00, 1.17, -2.83], [-5.27, 0.47, -1.64], [-4.20, 0.31, -0.71], [-4.91, -0.82, 0.96], [-2.60, -0.64, 1.92], [-1.68, 1.89, -2.36], [-3.52, 2.18, -4.00], [-5.80, 1.32, -3.54], [-6.26, 0.07, -1.44], [-1.03, 3.21, 0.45], [0.27, 3.50, -0.22], [0.51, 4.85, -0.44], [1.25, 2.88, 0.75], [0.31, 2.64, -1.40]],
  "mulliken_spin": [1.60, 0.47, -0.03, 0.34, 0.00, 0.01, 0.09, -0.01, 0.18, 0.04, 0.21, 0.17, 0.03, 0.25, 0.15, 0.00, 0.00, 0.04, 0.00, 0.01, -0.01, 0.18, -0.05, 0.03, 0.24, 0.06]
}